59
Properties=species:S:1:pos:R:3 method="wB97M-V/def2-TZVPD" homo_ev=-9.418 e_lumo_ev=0.45 gap_ha=0.36261
O 3.39 4.52 0.46
O -7.71 -4.42 4.68
O 3.94 -0.31 -3.74
O 6.43 1.99 -0.83
O -8.84 -2.93 5.94
O -7.25 -2.62 2.09
C 3.90 3.94 -0.48
C -7.91 -3.27 5.02
C 4.18 0.86 -4.01
C 5.63 1.23 -1.36
N 4.84 1.14 -5.11
N 5.98 0.00 -1.74
N 3.60 2.65 -0.68
C 4.79 4.72 -1.43
C 7.32 -0.57 -1.59
C 0.74 0.29 -1.42
C -7.08 -2.12 4.45
C -0.27 -0.78 -0.99
C -1.28 -0.21 0.01
C -2.35 -1.26 0.33
C -3.34 -0.74 1.38
C -4.40 -1.80 1.67
C -5.32 -1.37 2.81
C -6.32 -2.48 3.17
C 3.82 1.99 -3.07
C 4.15 1.64 -1.60
H -9.25 -3.77 6.18
H -7.69 -1.78 1.89
H 5.06 2.09 -5.35
H 5.08 0.36 -5.70
H 5.29 -0.56 -2.22
H 2.96 2.30 0.02
H 5.09 5.64 -0.93
H 5.69 4.16 -1.68
H 4.23 4.96 -2.33
H 8.08 0.18 -1.85
H 7.48 -0.87 -0.56
H 7.44 -1.43 -2.24
H 1.44 -0.13 -2.14
H 1.30 0.65 -0.55
H 0.22 1.13 -1.88
H -7.73 -1.27 4.27
H -6.36 -1.84 5.23
H 0.27 -1.62 -0.53
H -0.79 -1.15 -1.87
H -1.76 0.68 -0.41
H -0.76 0.09 0.93
H -2.89 -1.52 -0.58
H -1.86 -2.16 0.71
H -3.82 0.18 1.01
H -2.80 -0.49 2.30
H -3.91 -2.74 1.94
H -4.99 -1.98 0.76
H -4.71 -1.15 3.69
H -5.86 -0.45 2.54
H -5.78 -3.42 3.31
H 4.37 2.88 -3.37
H 2.75 2.18 -3.17
H 3.59 0.73 -1.39